1.
{
  "formula": "C4H5NO",
  "method": "ωB97M-V/def2-TZVPD",
  "relative_energy_kcal_mol": 63.8,
  "e_tot_ha": -285.3129,
  "e_homo_ev": -8.691,
  "elements": ["C", "C", "C", "C", "N", "O", "H", "H", "H", "H", "H"],
  "coordinates": [[0.380993, -0.031929, -0.314274], [-0.569999, -1.855611, 0.345777], [-0.709160, -0.432179, 0.694687], [0.839439, 1.371636, -0.606295], [0.771548, -1.136117, -0.855224], [-0.927025, -2.945511, 0.544682], [-0.651053, -0.165633, 1.733894], [-1.674324, 0.013032, 0.456347], [1.181410, 1.922546, 0.210266], [-0.086378, 1.776961, -0.797929], [1.444548, 1.482806, -1.411930]],
  "forces_ev_per_a": [[0.896, -1.738, 0.695], [2.630, -0.228, -2.658], [-0.414, 2.029, -0.362], [-1.614, -2.276, 1.569], [-2.246, -0.338, 1.875], [-0.023, 0.765, 0.178], [0.655, -0.123, 0.801], [-0.473, -0.324, -0.418], [0.862, 0.523, 1.623], [-2.151, 1.748, -0.937], [1.878, -0.039, -2.367]]
}

=====

2.
{
  "formula": "C24H56O22",
  "method": "ωB97M-V/def2-TZVPD",
  "spin_multiplicity": 2,
  "charge": -1,
  "s_squared": 0.80,
  "e_tot_ha": -2602.9804,
  "e_homo_ev": [-5.495, -5.300],
  "elements": ["C", "C", "C", "O", "C", "C", "C", "O", "O", "O", "H", "H", "C", "C", "O", "O", "H", "H", "H", "H", "H", "H", "C", "C", "O", "O", "H", "H", "H", "H", "H", "H", "C", "C", "O", "O", "H", "H", "H", "H", "H", "H", "C", "C", "O", "O", "H", "H", "H", "H", "H", "H", "C", "C", "O", "O", "H", "H", "H", "H", "H", "H", "C", "C", "O", "O", "H", "H", "H", "H", "H", "H", "C", "C", "O", "O", "H", "H", "H", "H", "H", "H", "C", "C", "O", "O", "H", "H", "H", "H", "H", "H", "C", "C", "O", "O", "H", "H", "H", "H", "H", "H"],
  "coordinates": [[0.919503, -0.542861, 1.124254], [1.315821, 0.500404, 0.327233], [0.358767, 1.591010, -0.165864], [0.733722, 2.662115, -0.811914], [-0.951811, 1.557176, 0.188910], [-1.491093, 0.433469, 1.018931], [-0.473679, -0.756842, 1.412606], [-1.050451, -1.777385, 1.808154], [-2.651081, 0.294314, 1.429543], [2.608574, 0.583013, 0.084035], [1.579097, -1.277179, 1.562563], [-1.539988, 2.339277, -0.268016], [1.398612, -6.147907, 2.429096], [1.349543, -4.643480, 2.146219], [0.396138, -4.296855, 1.133452], [0.641606, -6.486716, 3.504806], [2.444460, -6.287197, 2.702777], [1.274208, -6.727736, 1.514537], [2.376591, -4.284123, 2.081889], [1.081230, -4.184316, 3.097683], [-0.047525, -3.477681, 1.365225], [0.887294, -7.407833, 3.617885], [-1.285482, -0.879253, -3.427125], [-1.847397, 0.442301, -3.070633], [-1.962821, 1.310701, -4.144474], [-2.312219, -1.736804, -3.956512], [-0.919946, -1.331729, -2.505300], [-0.454325, -0.867499, -4.132209], [-0.961734, 1.003368, -2.772499], [-2.736774, 0.694372, -2.493064], [-1.816819, 2.130962, -3.667559], [-2.122289, -2.671172, -3.844775], [3.645547, 2.028268, -4.136028], [2.157520, 1.848457, -4.516144], [1.839139, 0.553760, -4.828858], [3.727186, 1.488602, -2.905021], [3.909707, 3.082369, -4.051219], [4.426435, 1.566945, -4.740582], [1.761345, 2.600648, -5.198314], [1.500898, 2.039499, -3.667350], [2.011580, 0.478936, -5.770268], [3.001831, 0.873946, -2.772197], [-0.694038, 5.721609, 0.639821], [-1.085592, 5.702720, -0.887152], [-2.419288, 5.342035, -1.168845], [-0.993933, 4.446716, 1.150905], [-1.224928, 6.530681, 1.141469], [0.371770, 5.901879, 0.780082], [-0.269146, 5.119952, -1.313645], [-0.913269, 6.722591, -1.231053], [-2.792421, 4.836717, -0.442886], [-0.385295, 3.786538, 0.811305], [5.260971, -2.716948, 0.106038], [4.371250, -2.121312, -1.025958], [5.123558, -1.048711, -1.761845], [5.570554, -1.662260, 1.068615], [6.195405, -3.206592, -0.168158], [4.659109, -3.465319, 0.621583], [3.528067, -1.652764, -0.518413], [3.963439, -2.933158, -1.628202], [4.923179, -1.071095, -2.700430], [6.031204, -2.180523, 1.732549], [5.247854, 4.962238, 1.675916], [3.805273, 4.344718, 1.462052], [3.778778, 3.533570, 0.218026], [6.122571, 3.850654, 1.598071], [5.481536, 5.447810, 2.623386], [5.524773, 5.634423, 0.863759], [3.084656, 5.160059, 1.398660], [3.576147, 3.652008, 2.271851], [2.897325, 3.584507, -0.158859], [6.912225, 4.092046, 2.087740], [-1.430347, -2.613058, 5.862062], [-0.600535, -3.299991, 4.719802], [-1.398222, -3.939197, 3.746309], [-2.411458, -1.634814, 5.427301], [-0.630600, -2.407989, 6.573725], [-2.066977, -3.387936, 6.289104], [0.109060, -4.025341, 5.117849], [-0.109794, -2.451384, 4.243203], [-1.072186, -4.786984, 3.435558], [-2.276800, -0.900433, 6.030754], [-2.998874, -2.810642, -1.000558], [-4.489220, -2.287061, -1.146129], [-4.904542, -1.748435, 0.099874], [-2.739691, -3.468329, 0.283658], [-2.246907, -2.039903, -1.169690], [-2.775822, -3.669661, -1.633350], [-4.987594, -3.196188, -1.482626], [-4.481016, -1.552333, -1.951232], [-5.548892, -1.071174, -0.118599], [-1.832510, -3.697617, 0.069097], [-6.694674, 1.226924, -1.003027], [-5.193228, 1.664353, -0.912628], [-4.860242, 1.572309, 0.499774], [-6.920122, -0.096378, -0.965704], [-7.070185, 1.614162, -1.950204], [-7.177035, 1.874743, -0.271079], [-5.143363, 2.709308, -1.218697], [-4.577640, 0.966505, -1.480213], [-4.032746, 1.098370, 0.610358], [-7.810496, -0.275963, -0.654945]],
  "forces_ev_per_a": [[-1.458, -1.784, 1.244], [5.178, 2.047, -1.563], [1.090, 2.733, -1.112], [0.762, -2.349, 0.992], [-1.656, -3.107, 1.557], [-0.322, 0.819, -0.172], [-3.104, 0.419, -0.516], [2.088, 0.957, -0.294], [1.684, 0.330, -0.809], [-4.017, -0.117, 0.312], [0.589, 0.176, -0.252], [-0.543, -0.119, 0.401], [2.572, 2.059, -1.762], [-1.104, -0.128, 0.734], [1.312, -0.737, 0.077], [-1.475, -1.105, 1.047], [0.475, -0.303, 0.010], [-0.629, -0.096, -0.109], [0.133, 0.203, -1.322], [-0.409, 0.013, 0.092], [-0.324, 0.560, 0.524], [-0.587, -0.241, 0.698], [-1.176, -2.003, 0.363], [2.278, 1.621, 0.214], [-1.345, 1.574, -3.269], [-0.477, 0.217, -0.314], [0.225, 0.050, 0.184], [0.010, 0.757, 0.007], [0.439, -1.199, 2.686], [0.181, -1.618, 0.869], [-0.265, 0.627, -1.004], [0.318, 0.123, 0.167], [-1.431, 0.896, -0.674], [0.054, 2.262, 0.321], [-0.190, -1.692, -1.372], [1.019, -1.208, 2.840], [-0.144, 0.322, -0.180], [-0.369, -0.169, -1.044], [0.282, -0.128, -0.876], [0.684, 0.439, 0.752], [-0.030, -0.591, -0.081], [0.128, -0.070, 0.357], [-0.351, -0.646, -1.652], [1.429, 1.233, 1.653], [0.376, 0.074, -0.228], [-0.938, 0.352, 1.207], [-0.352, -0.423, 0.421], [0.197, 0.334, -0.404], [-0.625, -0.759, -0.626], [-0.261, 0.186, -0.323], [0.280, -0.275, 0.302], [0.339, -0.030, -0.438], [-0.715, 1.345, -0.008], [1.735, 1.111, 0.357], [-0.790, -1.987, 1.175], [-0.166, -1.169, -0.740], [-0.002, 0.142, -0.679], [-0.291, -0.225, -0.041], [0.035, 0.231, -0.029], [0.345, 0.073, -0.454], [-0.291, -0.080, 0.035], [0.187, 0.479, 0.469], [-0.652, -1.443, -0.903], [1.007, -0.223, -1.258], [0.814, 1.603, 1.644], [0.630, -0.412, 0.218], [-0.998, 0.312, 0.218], [-0.434, 0.320, -0.158], [-0.177, -0.029, 0.125], [0.005, 0.247, 0.248], [-0.419, -0.249, -0.075], [0.131, -0.217, -0.107], [-0.762, -2.538, -1.292], [-1.227, 0.773, -0.305], [-0.838, 0.295, 0.190], [1.956, -0.146, 0.570], [-0.393, 1.197, 0.331], [0.264, -0.354, 0.346], [0.168, 0.272, 0.463], [0.584, -0.020, -0.232], [0.373, -0.002, 0.358], [-0.251, 0.373, -0.196], [-0.753, -0.489, 0.987], [2.496, -0.869, 0.737], [0.226, -0.617, -0.903], [-0.313, 0.932, -0.983], [-0.196, 0.300, 0.160], [-0.462, 0.467, -1.266], [-0.923, 0.133, 0.238], [-0.166, 0.043, -0.076], [-0.317, 0.235, 0.152], [0.296, -0.544, 0.999], [1.400, 4.123, -1.397], [-1.398, -1.322, 2.174], [-0.757, 0.604, -1.441], [-0.252, -2.594, 0.749], [-0.035, 0.234, -0.515], [-0.285, -0.539, 0.639], [0.239, -0.087, -0.369], [0.126, 0.298, -0.295], [0.645, -0.368, 0.449], [0.056, -0.099, 0.057]]
}